Entry 1:
73
Properties=species:S:1:pos:R:3 method="wB97M-V/def2-TZVPD" homo_ev="-4.04 / -3.93" gap_ev="3.339 / 3.180" lumo_energy_ha="-0.026 / -0.028"
O 2.63097 0.64915 -2.09924
H 3.48413 1.10598 -2.17475
Be 0.20036 0.27670 0.24287
N -1.21066 0.50521 -0.68439
N 0.77461 -0.92235 -0.79298
O -2.32731 1.34982 -0.47153
O 2.05818 -1.44101 -0.89422
C -1.22758 -0.30764 -1.75000
C -0.02390 -1.06936 -1.86704
C -2.32109 -0.37580 -2.75775
C 0.40794 -1.82415 -3.06592
H -3.18156 0.23841 -2.46895
H -2.65145 -1.41817 -2.88259
H -1.96215 -0.01645 -3.73479
H 1.44046 -1.54458 -3.32950
H -0.24072 -1.59905 -3.92006
H 0.36890 -2.90427 -2.86537
H -3.10795 0.75973 -0.55486
H 2.53353 -0.66289 -1.40104
O 1.41183 -2.98718 1.31410
H 1.80063 -3.87773 1.35516
H 1.81418 -2.56957 0.51969
C 1.59823 1.66454 -1.66686
H 2.13968 2.51720 -1.25760
H 0.90314 1.23475 -0.92126
H 1.05528 1.91615 -2.57631
O -2.88804 4.12144 1.07436
H -2.66741 3.29220 0.60072
H -2.46776 4.01642 1.93758
C -2.81419 -1.28276 6.08043
C -1.51668 -2.01403 5.70672
C -0.46301 -1.67534 6.76697
C -1.77889 -3.52272 5.75095
C -1.06916 -1.59237 4.29239
C -1.90044 -1.82867 3.18533
C -1.55145 -1.34501 1.92267
N -0.45900 -0.58857 1.71465
C 0.36911 -0.37842 2.76946
C 0.12705 -0.91956 4.04830
C 1.36896 0.62047 2.49404
C 2.31989 1.06687 3.42129
C 2.94954 2.29075 3.19294
C 2.52630 3.05610 2.09780
C 1.60840 2.53256 1.20279
N 1.15631 1.26637 1.30087
C 4.04902 2.84188 4.09514
C 5.25940 3.24503 3.24237
C 3.50470 4.08497 4.81428
C 4.49448 1.81308 5.13759
H -3.12304 -1.56675 7.09442
H -3.63139 -1.53029 5.39540
H -2.66300 -0.19684 6.06608
H -0.82110 -1.99371 7.75491
H 0.47896 -2.19857 6.56732
H -0.27851 -0.59558 6.81196
H -2.58194 -3.81261 5.06737
H -0.87182 -4.07563 5.48328
H -2.07133 -3.81902 6.76552
H -2.83350 -2.38257 3.29116
H -2.16796 -1.55328 1.04757
H 0.85934 -0.73296 4.83414
H 2.54307 0.42356 4.27539
H 2.93124 4.04946 1.89770
H 1.23141 3.12347 0.36828
H 5.00436 4.02889 2.52250
H 6.06325 3.62081 3.88515
H 5.63897 2.37850 2.68877
H 2.62527 3.82237 5.41710
H 4.26992 4.50029 5.48104
H 3.20840 4.86223 4.09941
H 3.66978 1.55518 5.81177
H 4.86121 0.90169 4.65141
H 5.30882 2.22980 5.74239

---

Entry 2:
77
Properties=species:S:1:pos:R:3 method="wB97M-V/def2-TZVPD" homo_ev=-8.31 gap_ev=8.148 lumo_energy_ha=-0.006
C -2.91219 1.29520 0.08605
C -1.28377 1.55329 0.22979
I -0.48671 3.02692 -1.24826
C -0.37926 0.88074 1.19996
I -1.17294 -0.62331 2.64871
C 1.25920 1.10782 1.31290
C 1.57171 1.70097 2.80967
C 2.09769 3.27115 2.82387
C 3.41991 3.54628 1.89174
O 4.68470 3.24641 2.20139
O 3.14999 4.15124 0.54452
O 1.85874 -0.22461 1.04436
C 3.32544 -0.17403 1.02451
C 3.83112 -1.47283 1.95031
N 3.77849 -1.20132 3.43731
C 3.98448 -0.46724 -0.48164
C 3.36215 0.47780 -1.66605
O 2.16420 0.14269 -2.15926
Br 4.30767 2.08921 -2.46983
H -3.51377 2.31482 0.12377
H -3.06744 0.76085 -0.96326
H -3.36682 0.59303 0.90040
H 1.70180 1.83487 0.51396
H 2.43565 1.08118 3.35262
H 0.65582 1.66603 3.55406
H 1.21287 4.03591 2.62655
H 2.43922 3.48605 3.94753
H 3.16278 3.36225 -0.07680
H 3.80190 0.83031 1.38644
H 3.01271 -2.31535 1.74028
H 4.84415 -1.90937 1.55842
H 4.34707 -0.36033 3.67839
H 2.76715 -1.06931 3.70300
H 5.14416 -0.21873 -0.34907
H 3.91683 -1.61535 -0.71387
C -1.15404 -2.93694 -4.17161
C -2.61506 -2.56773 -4.33884
O -3.01584 -1.60104 -3.35085
C -2.82811 -0.26743 -3.46137
C -1.93164 0.25553 -4.54485
O -3.32895 0.50038 -2.64127
H -0.49979 -2.07428 -4.31319
H -0.86690 -3.71113 -4.89058
H -0.96858 -3.31049 -3.15915
H -2.85120 -2.21748 -5.34856
H -3.23110 -3.45709 -4.16869
H -0.93326 0.42558 -4.13224
H -2.34068 1.20282 -4.90815
H -1.85920 -0.39724 -5.41289
C 1.43098 7.13086 8.75467
C 1.41332 5.61504 8.72564
O 0.65368 5.13266 7.60248
C 1.13983 4.99491 6.34922
C 2.46926 5.60303 6.01176
O 0.46897 4.44010 5.48027
H 1.91108 7.54713 7.86670
H 1.96456 7.49372 9.63918
H 0.40912 7.52384 8.77409
H 2.41709 5.17883 8.73658
H 0.90632 5.24539 9.62327
H 2.30838 6.58018 5.54784
H 2.98345 4.94552 5.30469
H 3.13566 5.71197 6.86551
C -3.92066 -8.43029 -5.33994
C -4.44449 -7.07300 -4.91305
O -3.73045 -6.01546 -5.57861
C -4.01358 -5.56029 -6.81903
C -4.95764 -6.34161 -7.68471
O -3.45014 -4.55829 -7.25659
H -4.06100 -8.60024 -6.40937
H -4.42979 -9.23010 -4.79237
H -2.84501 -8.50155 -5.14786
H -5.52425 -6.96980 -5.05951
H -4.26436 -6.94044 -3.84095
H -4.38005 -6.98839 -8.35103
H -5.54597 -5.63831 -8.28127
H -5.67471 -6.94209 -7.12786

---

| no. | E_tot (Ha) |
| --- | --- |
| 1 | -1510.29383 |
| 2 | -4876.67112 |